An isolated molecule of C2H8NO4PS2 in a non-equilibrium geometry. Source: the Open Molecules 2025 dataset; level of theory: the ωB97M-V functional and the def2-TZVPD basis.

Relative energy (zero: lowest compared OMol25 entry of this formula, charge and spin) ... 389.9 kJ/mol
Calculated total energy ... -1574.34755 Ha
Orbital gap ... 9.7351 eV

Geometry as XYZ:
```
18
Properties=species:S:1:pos:R:3:nbo_charge:R:1
C -0.23607 -2.59938 0.93727 -1.01
C 0.14272 2.29296 -0.78743 -0.90
N 2.43080 0.74726 -0.59798 -1.21
O 0.88710 0.85581 1.25343 -0.91
O 0.00860 -0.29076 -0.80232 -1.02
O 4.71170 -0.62021 -0.91786 -0.93
O 3.19720 -1.41146 0.82388 -0.94
P -0.27993 -2.03951 -0.77175 0.93
S 0.93727 0.89583 -0.13684 2.31
S 4.00169 -0.32652 0.36750 1.70
H 0.73298 -2.98177 1.12395 0.26
H -1.07476 -3.42926 1.01052 0.24
H -0.59597 -1.99225 1.74650 0.27
H -0.86831 2.53746 -0.44285 0.28
H 0.82304 3.19165 -0.66255 0.28
H 0.02849 2.00621 -1.88390 0.26
H 2.75640 0.68827 -1.60229 0.43
H 1.06004 -2.31699 -0.99750 -0.05
```